Computed, not measured: 2 unconnected molecules or ions with the total composition C3H5NOS at a distorted geometry, with wB97M-V/def2-TZVPD.

XYZ file:
```
11
Properties=species:S:1:pos:R:3
C -1.26 0.77 0.95
C 1.99 0.74 0.10
C -0.70 -0.48 -1.01
N -0.29 0.34 0.10
O -2.43 0.43 0.82
S 3.09 -0.32 0.19
H -0.82 1.49 1.73
H 2.07 1.73 -0.15
H -1.45 0.15 -1.53
H 0.13 -0.93 -1.66
H -1.39 -1.20 -0.53
```

Summary:
- F_max (eV Å⁻¹) = 2.973
- Kohn-Sham gap (eV) = 7.052
- lowest unoccupied orbital energy (Ha) = -0.05920
- relative energy (zero: lowest compared OMol25 entry of this formula, charge and spin) (kcal per mole) = 115.2
- HOMO energy (Ha) = -0.3184